# 1
{"formula": "C19H12Cl3F5HgN5SSi", "method": "ωB97M-V/def2-TZVPD", "gap_ev": [2.950, 6.203], "de_lowest_kcal_mol": 5.2, "total_charge": -2, "lumo_energy_ha": [0.1591, 0.1590], "homo_energy_ev": [1.4, -1.9], "total_energy_ha": -3726.1957, "multiplicity": 2, "species": ["Hg", "F", "C", "C", "F", "C", "F", "C", "S", "C", "F", "C", "F", "C", "C", "C", "C", "N", "C", "C", "C", "C", "C", "C", "C", "H", "H", "H", "H", "H", "H", "H", "H", "Cl", "Si", "Cl", "Cl", "N", "C", "N", "N", "C", "N", "H", "H", "H", "H"], "xyz": [[-0.363, 0.691, 0.045], [4.174, -4.713, -2.397], [3.724, -3.514, -1.987], [2.371, -3.274, -1.859], [1.506, -4.260, -2.136], [1.916, -2.032, -1.467], [0.599, -1.869, -1.370], [2.775, -0.961, -1.194], [2.247, 0.635, -0.768], [4.135, -1.256, -1.322], [5.054, -0.306, -1.088], [4.606, -2.493, -1.709], [5.929, -2.711, -1.829], [1.631, -2.594, 3.246], [0.693, -2.468, 4.309], [-0.391, -1.650, 4.155], [-0.601, -0.927, 2.940], [0.332, -1.065, 1.914], [1.378, -1.855, 2.097], [-1.724, -0.050, 2.740], [-2.797, 0.022, 3.676], [-3.869, 0.872, 3.489], [-3.943, 1.693, 2.359], [-2.908, 1.620, 1.416], [-1.818, 0.786, 1.589], [2.507, -3.228, 3.323], [0.841, -3.009, 5.239], [-1.088, -1.540, 4.976], [2.078, -1.904, 1.263], [-2.791, -0.611, 4.555], [-4.665, 0.896, 4.228], [-4.781, 2.367, 2.212], [-2.974, 2.245, 0.530], [-3.456, -0.300, -1.901], [-1.578, 0.531, -2.486], [-1.140, -0.773, -4.137], [-2.334, 2.230, -3.624], [1.292, 4.789, -4.113], [0.957, 4.093, -2.974], [1.142, 2.764, -3.001], [0.479, 4.752, -1.965], [0.216, 4.023, -0.883], [0.027, 3.319, 0.010], [1.071, 4.298, -4.966], [0.904, 5.719, -4.087], [1.752, 2.373, -3.697], [1.092, 2.258, -2.119]], "forces_ev_per_angstrom": [[0.09, -0.64, 0.06], [0.02, -0.06, 0.03], [-0.04, -0.04, -0.05], [-0.07, -0.11, -0.02], [-0.02, -0.02, 0.01], [0.01, 0.14, 0.01], [-0.08, -0.05, -0.01], [-0.10, -0.14, -0.17], [-0.14, 0.27, 0.31], [-0.09, 0.12, 0.01], [0.06, 0.05, 0.02], [0.12, -0.02, 0.01], [0.06, 0.00, -0.01], [0.00, -0.02, 0.00], [0.05, 0.02, -0.13], [0.04, -0.04, -0.07], [0.02, -0.03, -0.04], [-0.06, 0.01, 0.15], [-0.15, 0.00, 0.19], [0.23, -0.13, -0.03], [-0.05, 0.11, -0.03], [0.13, 0.03, -0.10], [0.03, 0.00, 0.02], [-0.08, -0.03, 0.24], [-0.16, 0.10, -0.23], [-0.02, 0.04, -0.02], [-0.01, 0.02, 0.01], [0.03, 0.00, -0.03], [-0.01, 0.00, 0.05], [-0.01, 0.00, -0.01], [0.00, -0.02, 0.01], [0.00, -0.04, -0.01], [0.03, -0.02, 0.01], [-0.06, -0.03, -0.05], [-0.17, 0.02, 0.24], [0.17, -0.03, -0.13], [0.10, 0.09, 0.01], [-0.05, 0.17, -0.09], [0.02, -0.84, -0.27], [0.12, 0.47, 0.07], [-0.29, 0.62, 0.53], [0.32, 0.02, -0.68], [-0.04, 0.37, 0.50], [0.03, -0.01, -0.01], [0.00, 0.03, -0.04], [-0.02, -0.13, 0.04], [0.05, -0.24, -0.27]], "lowdin_charge": [0.78, 0.09, -0.16, -0.15, 0.11, -0.26, 0.03, -0.57, 0.57, -0.26, 0.06, -0.16, 0.09, -0.14, -0.16, -0.08, -0.27, 0.00, -0.21, -0.24, -0.09, -0.16, -0.16, -0.20, -0.28, 0.06, 0.07, 0.07, 0.08, 0.07, 0.08, 0.07, 0.07, 0.03, -0.58, 0.00, -0.03, 0.13, -0.54, 0.16, 0.09, -0.36, 0.11, 0.09, 0.09, 0.11, -0.05]}

# 2
{"formula": "C19H12F6N6O13RuS5", "method": "ωB97M-V/def2-TZVPD", "gap_ev": [6.077, 6.044], "de_lowest_kcal_mol": 3.1, "total_charge": 0, "lumo_energy_ha": [-0.1111, -0.1122], "homo_energy_ev": [-9.1, -9.1], "total_energy_ha": -4722.7342, "multiplicity": 1, "species": ["Ru", "F", "C", "F", "F", "S", "O", "O", "N", "S", "O", "O", "C", "F", "F", "F", "O", "C", "O", "C", "C", "C", "C", "C", "C", "O", "N", "O", "O", "N", "O", "O", "H", "H", "S", "C", "S", "C", "N", "N", "C", "C", "C", "C", "C", "C", "S", "H", "H", "H", "H", "H", "N", "C", "C", "O", "O", "H", "H", "H", "H", "H"], "xyz": [[1.203, 0.365, -0.372], [3.401, 2.405, -4.195], [2.996, 1.226, -4.632], [3.994, 0.355, -4.556], [2.596, 1.332, -5.891], [1.596, 0.599, -3.612], [2.200, 0.543, -2.271], [1.214, -0.636, -4.228], [0.520, 1.714, -3.761], [-0.167, 2.496, -2.580], [-0.035, 1.809, -1.284], [-1.483, 2.901, -2.916], [0.826, 4.043, -2.413], [2.083, 3.745, -2.141], [0.303, 4.780, -1.448], [0.762, 4.701, -3.564], [2.364, 3.974, 0.900], [1.793, 2.910, 0.947], [2.287, 1.843, 0.371], [0.524, 2.787, 1.751], [0.208, 3.905, 2.502], [-0.944, 3.938, 3.258], [-1.836, 2.893, 3.240], [-1.526, 1.775, 2.493], [-0.323, 1.655, 1.754], [-0.088, 0.552, 1.070], [-2.574, 0.750, 2.460], [-2.264, -0.389, 2.186], [-3.717, 1.124, 2.622], [-1.251, 5.121, 4.069], [-0.441, 6.022, 4.072], [-2.302, 5.127, 4.676], [0.882, 4.750, 2.477], [-2.770, 2.946, 3.779], [-0.025, -1.585, 4.676], [0.736, -1.481, 3.259], [2.174, -0.568, 2.915], [2.132, -1.100, 1.257], [1.160, -1.996, 1.024], [0.415, -2.185, 2.063], [-0.631, -3.174, 1.950], [-0.600, -4.280, 2.780], [-1.574, -5.254, 2.624], [-2.551, -5.114, 1.649], [-2.559, -3.999, 0.823], [-1.594, -3.014, 0.970], [3.245, -0.692, 0.055], [0.169, -4.378, 3.533], [-1.565, -6.124, 3.266], [-3.313, -5.874, 1.537], [-3.335, -3.877, 0.079], [-1.603, -2.117, 0.369], [0.020, -3.483, -3.895], [-0.742, -2.637, -2.990], [0.224, -2.000, -2.025], [1.380, -2.579, -1.903], [-0.075, -0.976, -1.420], [0.388, -2.932, -4.663], [-0.538, -4.232, -4.279], [1.374, -3.313, -2.570], [-1.415, -3.249, -2.383], [-1.329, -1.846, -3.459]], "forces_ev_per_angstrom": [[-0.17, -0.23, 0.46], [0.00, 0.03, 0.04], [0.01, 0.01, -0.02], [0.03, -0.04, 0.01], [-0.03, -0.01, -0.06], [0.09, 0.26, 0.09], [0.03, -0.20, -0.15], [0.00, -0.03, 0.09], [-0.08, -0.05, 0.13], [-0.09, -0.24, -0.18], [0.29, 0.15, 0.11], [0.02, 0.02, 0.00], [-0.06, 0.01, -0.01], [0.02, -0.02, 0.06], [0.03, -0.02, 0.03], [0.02, 0.02, -0.01], [0.08, 0.14, 0.05], [0.18, -0.25, 0.01], [-0.03, 0.28, -0.04], [-0.10, 0.01, -0.02], [0.00, -0.01, 0.03], [-0.02, 0.01, 0.04], [0.04, -0.01, -0.04], [-0.04, 0.02, 0.28], [0.04, 0.07, -0.21], [-0.13, -0.13, 0.06], [0.04, 0.10, -0.76], [0.13, -0.34, 0.22], [-0.12, 0.02, 0.28], [-0.01, -0.02, -0.15], [0.11, 0.09, 0.03], [-0.12, -0.02, 0.12], [0.00, -0.02, -0.01], [0.00, -0.01, 0.01], [-0.12, 0.05, -0.03], [0.18, -0.15, -0.07], [-0.13, 0.17, 0.07], [0.07, 0.28, -0.30], [-0.16, 0.04, 0.02], [0.01, 0.04, 0.02], [-0.05, 0.03, 0.01], [-0.02, -0.02, 0.01], [0.03, 0.01, 0.00], [0.00, 0.01, -0.02], [-0.02, 0.02, 0.02], [0.00, 0.04, 0.03], [0.07, -0.06, -0.25], [0.00, 0.00, 0.01], [0.00, 0.00, 0.00], [0.00, 0.00, 0.00], [0.00, -0.01, 0.00], [0.01, 0.05, -0.01], [-0.02, -0.04, -0.10], [-0.06, -0.10, 0.05], [0.09, 0.10, -0.19], [0.02, -0.13, -0.02], [-0.05, 0.03, 0.25], [-0.01, 0.00, 0.01], [0.01, -0.03, 0.04], [-0.02, 0.08, 0.01], [-0.03, -0.01, -0.06], [0.04, 0.01, 0.02]], "lowdin_charge": [1.29, 0.17, -0.69, 0.16, 0.16, 0.67, -0.43, -0.24, -0.26, 0.68, -0.36, -0.21, -0.69, 0.17, 0.18, 0.16, 0.09, -0.57, -0.23, -0.04, 0.09, -0.12, 0.09, -0.04, -0.23, -0.22, -0.33, 0.07, 0.09, -0.36, 0.09, 0.08, 0.14, 0.14, 0.75, -1.08, 1.06, -1.10, 0.07, -0.10, -0.21, -0.03, -0.06, -0.07, -0.06, -0.02, 0.81, 0.11, 0.11, 0.11, 0.11, 0.11, 0.03, -0.14, -0.54, 0.12, -0.06, 0.09, 0.09, 0.13, 0.14, 0.14]}

# 3
{"formula": "C19H13Cl2NO3", "method": "ωB97M-V/def2-TZVPD", "gap_ev": 3.816, "de_lowest_kcal_mol": 45.8, "total_charge": 0, "lumo_energy_ha": -0.1069, "homo_energy_ev": -6.7, "total_energy_ha": -1932.4960, "multiplicity": 1, "species": ["Cl", "C", "C", "C", "C", "C", "C", "C", "C", "C", "Cl", "C", "C", "C", "C", "H", "H", "H", "H", "H", "H", "H", "H", "H", "O", "N", "O", "C", "C", "C", "C", "C", "O", "C", "H", "H", "H", "H"], "xyz": [[-5.674, 0.549, 2.186], [-4.066, -0.008, 2.304], [-3.801, -1.386, 2.285], [-2.497, -1.832, 2.426], [-1.395, -0.931, 2.580], [-0.100, -1.483, 2.767], [1.179, -0.930, 2.505], [2.302, -1.822, 2.494], [3.602, -1.367, 2.345], [3.844, 0.013, 2.228], [5.446, 0.591, 2.115], [2.771, 0.914, 2.185], [1.462, 0.446, 2.260], [-1.709, 0.458, 2.609], [-3.013, 0.911, 2.430], [-4.617, -2.093, 2.168], [-2.294, -2.905, 2.429], [-0.091, -2.545, 3.003], [2.107, -2.891, 2.592], [4.440, -2.058, 2.329], [2.971, 1.977, 2.083], [0.655, 1.154, 2.120], [-0.934, 1.182, 2.833], [-3.229, 1.975, 2.409], [-3.515, -4.364, 4.803], [-3.671, -4.058, 6.008], [-4.595, -4.507, 6.714], [-2.740, -3.134, 6.599], [-2.921, -2.700, 7.923], [-2.030, -1.747, 8.439], [-1.013, -1.227, 7.661], [-0.899, -1.526, 6.224], [-0.210, -0.859, 5.413], [-1.716, -2.648, 5.806], [-3.733, -3.119, 8.507], [-2.154, -1.415, 9.472], [-0.293, -0.512, 8.055], [-1.602, -3.040, 4.801]], "forces_ev_per_angstrom": [[-0.20, 0.09, -0.06], [1.02, -0.51, -0.06], [0.14, 0.22, -0.01], [0.50, 0.25, 0.14], [-1.33, 0.39, 0.20], [-0.27, 0.06, 0.30], [1.38, 0.37, -0.12], [-0.44, 0.38, 0.16], [-0.14, 0.25, -0.05], [-1.02, -0.52, 0.15], [0.19, 0.07, -0.02], [-0.25, -0.29, -0.08], [0.32, -0.32, 0.13], [-0.25, -0.27, -0.17], [0.25, -0.27, 0.12], [0.16, 0.12, 0.09], [-0.14, 0.26, 0.03], [-0.01, 0.05, -0.12], [0.13, 0.28, 0.11], [-0.18, 0.10, 0.03], [-0.07, -0.21, -0.07], [0.32, -0.10, 0.12], [-0.37, -0.12, 0.00], [0.04, -0.19, 0.16], [-0.44, 0.36, 1.84], [-1.39, -1.56, -0.66], [1.51, 0.68, -1.33], [0.82, 1.04, 1.08], [-0.27, -0.23, -0.32], [-0.08, -0.50, -0.31], [0.28, 0.17, -1.38], [-1.68, -1.37, 1.62], [1.13, 0.31, -1.15], [0.36, 0.78, -0.21], [0.14, 0.18, -0.07], [0.12, -0.15, -0.28], [-0.25, 0.01, 0.01], [-0.04, 0.16, 0.16]], "lowdin_charge": [0.74, -0.66, -0.07, 0.01, -0.19, 0.10, -0.17, 0.02, -0.08, -0.66, 0.74, -0.07, 0.03, 0.01, -0.07, 0.12, 0.13, 0.13, 0.13, 0.11, 0.11, 0.10, 0.10, 0.11, 0.01, -0.32, 0.05, -0.20, -0.05, -0.11, -0.02, -0.44, -0.06, 0.03, 0.10, 0.10, 0.10, 0.08]}

# 4
{"formula": "C19H13ClF6IrN5O8S3", "method": "ωB97M-V/def2-TZVPD", "gap_ev": 6.750, "de_lowest_kcal_mol": 47.4, "total_charge": 0, "lumo_energy_ha": -0.0676, "homo_energy_ev": -8.6, "total_energy_ha": -3965.7624, "multiplicity": 1, "species": ["Ir", "N", "C", "C", "C", "C", "C", "C", "S", "O", "O", "N", "C", "N", "C", "C", "C", "N", "H", "H", "H", "H", "H", "H", "H", "H", "H", "F", "C", "F", "F", "S", "O", "O", "N", "S", "O", "O", "C", "F", "F", "F", "Cl", "C", "C", "C", "C", "C", "C", "C", "O", "O", "H", "H", "H", "H"], "xyz": [[-0.637, 0.018, 1.352], [4.963, 1.310, -3.667], [4.490, 1.022, -2.414], [3.603, 1.900, -1.772], [3.110, 1.599, -0.521], [3.482, 0.413, 0.104], [4.366, -0.464, -0.513], [4.869, -0.159, -1.762], [2.802, 0.017, 1.662], [3.521, -1.088, 2.214], [2.561, 1.204, 2.410], [1.276, -0.578, 1.265], [1.061, -1.764, 0.670], [-0.304, -1.828, 0.560], [-0.854, -2.950, 0.090], [-0.026, -3.981, -0.298], [1.351, -3.784, -0.221], [1.917, -2.683, 0.255], [4.825, 2.229, -4.044], [5.730, 0.781, -4.037], [3.319, 2.827, -2.254], [2.473, 2.307, -0.005], [4.645, -1.378, -0.008], [5.563, -0.836, -2.243], [-1.929, -2.991, 0.018], [-0.440, -4.904, -0.673], [2.031, -4.558, -0.559], [-1.306, 1.598, 3.731], [-2.616, 1.725, 3.913], [-2.999, 0.934, 4.907], [-2.884, 2.982, 4.223], [-3.580, 1.292, 2.351], [-2.558, 1.238, 1.281], [-4.592, 2.283, 2.290], [-4.196, -0.138, 2.596], [-3.250, -1.315, 2.208], [-1.901, -1.193, 2.827], [-3.219, -1.607, 0.804], [-4.144, -2.779, 2.887], [-3.417, -3.850, 2.580], [-5.323, -2.858, 2.303], [-4.292, -2.706, 4.199], [-2.877, 0.281, -4.959], [-2.085, 0.928, -3.559], [-2.476, 2.164, -3.066], [-1.837, 2.673, -1.949], [-0.842, 1.940, -1.310], [-0.451, 0.713, -1.830], [-1.066, 0.203, -2.961], [-0.208, 2.560, -0.113], [0.098, 3.719, -0.044], [0.022, 1.762, 0.958], [-3.265, 2.716, -3.556], [-2.114, 3.640, -1.553], [0.368, 0.161, -1.384], [-0.759, -0.744, -3.381]], "forces_ev_per_angstrom": [[-0.48, 0.78, 0.81], [-0.08, -0.06, -0.09], [0.00, 0.01, 0.08], [0.03, -0.03, -0.01], [0.06, 0.13, 0.06], [-0.04, 0.01, 0.01], [-0.08, -0.04, -0.03], [0.00, 0.02, -0.02], [-0.07, -0.17, 0.09], [0.05, 0.09, -0.01], [-0.09, 0.03, 0.02], [0.29, -0.35, 0.09], [-0.26, 0.24, 0.22], [0.32, -0.01, -0.03], [-0.04, 0.22, -0.25], [0.03, -0.06, -0.03], [-0.03, -0.05, -0.02], [-0.07, 0.04, 0.00], [0.03, 0.02, 0.02], [0.03, 0.02, 0.02], [0.00, 0.00, 0.00], [-0.06, -0.04, 0.00], [0.00, 0.00, 0.01], [0.00, 0.00, 0.00], [0.04, 0.01, 0.01], [-0.01, 0.00, 0.01], [0.01, 0.02, 0.00], [0.03, -0.04, -0.01], [-0.15, 0.05, 0.01], [0.01, -0.01, 0.02], [0.04, -0.01, 0.01], [0.17, 0.23, 0.17], [-0.10, -0.23, 0.29], [0.06, -0.02, -0.36], [0.09, -0.05, 0.37], [-0.10, -0.14, -0.89], [0.03, -0.15, -0.49], [-0.21, -0.05, 0.02], [0.32, 0.09, 0.54], [-0.03, 0.01, 0.00], [-0.04, 0.02, -0.02], [0.00, 0.00, 0.00], [-0.01, -0.02, -0.03], [0.01, 0.03, 0.03], [0.03, -0.05, -0.01], [0.00, -0.03, 0.02], [-0.05, 0.12, -0.17], [0.10, -0.06, -0.02], [-0.03, 0.01, -0.01], [-0.06, 0.14, 0.60], [-0.14, -0.07, -0.17], [0.44, -0.59, -0.87], [-0.01, 0.00, 0.01], [0.00, 0.00, 0.00], [-0.01, 0.03, 0.02], [0.01, 0.00, -0.01]], "lowdin_charge": [1.48, 0.11, -0.31, -0.01, -0.05, -0.30, -0.06, -0.02, 0.64, -0.27, -0.27, -0.20, -0.46, -0.04, -0.07, -0.03, -0.09, 0.17, 0.10, 0.10, 0.12, 0.11, 0.11, 0.11, 0.11, 0.11, 0.12, 0.12, -0.66, 0.15, 0.16, 0.67, -0.40, -0.22, -0.27, 0.63, -0.39, -0.30, -0.69, 0.15, 0.18, 0.17, 0.67, -0.66, -0.08, 0.00, -0.16, -0.04, -0.09, -0.53, 0.14, -0.22, 0.11, 0.13, 0.10, 0.11]}